[1]
106
Properties=species:S:1:pos:R:3:forces:R:3 method="wB97M-V/def2-TZVPD" max_force_ha_per_bohr=0.036 total_energy_ev=-136125.98641 spin_multiplicity=2 s_squared=0.770 total_charge=+1 homo_lumo_gap_ev="4.67 / 4.59"
Ir -0.8146 0.1711 -0.1451 -1.285 0.256 0.607
I -2.7744 8.9853 -3.7669 -0.018 0.063 -0.029
C -2.3110 7.1020 -3.0134 0.014 -0.010 0.017
C -1.2460 6.3909 -3.5465 -0.005 -0.055 0.016
C -0.9436 5.1341 -3.0419 0.070 0.094 0.057
C -1.6903 4.5805 -2.0052 0.073 -0.102 -0.023
C -2.7444 5.3181 -1.4719 -0.058 0.006 -0.084
C -3.0633 6.5707 -1.9757 0.058 -0.029 0.055
C -1.3889 3.2236 -1.4669 0.029 0.179 -0.090
C -1.4095 2.1426 -2.3530 -0.114 0.044 0.218
C -1.5287 2.1555 -3.8113 -0.036 0.015 0.053
C -1.4247 0.8807 -4.2460 0.459 -0.021 0.035
C -1.3327 0.0388 -3.0628 0.015 -0.128 0.137
C -1.4759 -1.3495 -2.9425 -0.675 0.036 0.017
C -0.6282 -2.3389 -3.6045 -0.458 0.171 -0.528
C 0.5736 -1.9704 -4.1205 0.185 -0.132 -0.194
C 1.7187 -3.7016 -2.5286 0.935 -0.001 -0.078
C 1.2215 -4.9283 -3.3030 -0.110 0.183 -0.090
I 2.0699 -6.8260 -2.8713 0.001 -0.040 -0.015
C -0.3064 -4.9067 -3.2959 0.070 -0.043 0.042
C -1.0265 -3.7832 -3.4316 0.014 0.044 0.015
C -2.2135 -1.8420 -1.7808 0.527 -0.199 0.252
N -1.7873 -1.5403 -0.5354 -0.122 0.063 -0.503
C -2.5845 -2.2190 0.3738 0.001 -0.017 0.215
C -2.3515 -2.2081 1.7504 0.161 0.080 0.083
C -3.2365 -3.0222 2.6247 0.105 -0.066 -0.099
C -3.4455 -4.3805 2.3922 0.094 -0.011 0.093
C -4.3216 -5.1118 3.1804 0.039 0.009 -0.041
C -5.0054 -4.4789 4.2081 0.000 0.010 0.010
I -6.3416 -5.5622 5.3773 -0.036 -0.035 0.038
C -4.8046 -3.1292 4.4621 0.065 0.010 -0.033
C -3.9162 -2.4104 3.6770 -0.081 -0.009 -0.022
C -1.3514 -1.4292 2.3806 -0.101 -0.238 0.070
C -0.9021 -1.5106 3.7386 -0.052 -0.053 -0.100
C 0.0412 -0.5340 3.9180 0.115 -0.029 -0.102
C 0.1446 0.1718 2.6751 0.147 -0.257 -0.285
N -0.6696 -0.4115 1.7704 0.404 0.050 0.054
C 0.8359 1.3974 2.3784 -0.155 0.098 0.046
C 0.1670 2.3582 1.5992 0.109 -0.016 0.107
C 0.1043 3.7939 1.7694 0.285 -0.037 -0.322
C -0.6379 4.2798 0.7466 -0.145 -0.011 -0.116
C -1.0025 3.1556 -0.1019 0.275 0.021 -0.137
N -0.5825 2.0295 0.5083 -0.173 0.135 0.073
C 2.2455 1.5852 2.7595 -0.167 0.177 0.384
C 2.9779 2.6860 2.2923 -0.063 0.008 0.007
C 4.3442 2.7832 2.4848 -0.028 0.045 0.087
C 5.0185 1.7828 3.1691 -0.007 -0.064 -0.058
I 7.0804 1.8748 3.4004 0.085 0.035 0.026
C 4.3227 0.6821 3.6476 -0.104 -0.026 -0.049
C 2.9584 0.5814 3.4299 0.045 -0.028 0.034
C -3.5803 -2.9311 -0.3654 0.001 0.022 0.000
C -3.3457 -2.7073 -1.6952 0.278 -0.135 0.011
N -1.3057 0.8420 -1.9657 0.173 -0.085 -0.328
H -0.6538 6.8122 -4.3476 -0.005 0.001 0.002
H -0.1001 4.5853 -3.4451 -0.022 -0.010 -0.001
H -3.3361 4.8964 -0.6681 -0.002 0.007 -0.009
H -3.8916 7.1274 -1.5592 -0.001 -0.002 -0.012
H -1.6818 3.0288 -4.4233 -0.079 0.000 0.043
H -1.4809 0.5270 -5.2635 -0.045 -0.029 0.024
H 0.8715 -0.9411 -4.2244 0.069 0.001 0.102
H 2.7805 -3.7841 -2.3062 -0.015 0.032 0.066
H -0.8174 -5.8589 -3.2400 -0.017 0.020 0.047
H -2.0976 -3.9255 -3.4183 0.010 -0.016 -0.011
H -2.8976 -4.8748 1.5982 -0.070 0.004 -0.041
H -4.4739 -6.1655 2.9902 0.003 0.002 0.011
H -5.3415 -2.6368 5.2611 0.001 -0.007 -0.002
H -3.7698 -1.3536 3.8609 -0.011 -0.007 0.001
H -1.2581 -2.2174 4.4716 -0.047 0.080 0.033
H 0.5471 -0.2803 4.8358 -0.028 0.013 -0.006
H 0.5363 4.3491 2.5870 0.002 -0.027 0.002
H -0.8882 5.3108 0.5561 -0.040 -0.015 0.032
H 2.4733 3.4588 1.7319 0.081 -0.034 -0.102
H 4.8866 3.6306 2.0874 -0.013 0.015 0.018
H 4.8464 -0.1073 4.1709 -0.003 0.016 0.015
H 2.4481 -0.3108 3.7634 0.014 0.022 0.014
H -4.3757 -3.5265 0.0519 -0.025 0.083 0.034
H -3.9302 -3.0706 -2.5254 0.019 0.001 0.000
C 0.9950 -5.2698 2.8285 -0.036 0.024 0.172
N 1.1273 -4.2245 1.8250 0.048 -0.010 -0.234
C 2.1897 -3.4818 1.6377 -0.090 -0.354 0.209
N 3.2378 -3.5810 2.4489 0.072 0.219 -0.244
S 2.2776 -2.2883 0.3595 -1.109 -0.913 -1.158
H 0.7289 -4.8487 3.7991 0.019 0.050 -0.017
H 1.9171 -5.8441 2.9206 -0.006 -0.028 -0.080
H 0.2063 -5.9481 2.5182 0.000 0.008 -0.029
H 0.3714 -4.0912 1.1664 -0.064 -0.001 0.048
H 3.2781 -4.2602 3.1907 -0.069 0.110 0.111
H 4.0728 -3.0629 2.2296 0.055 -0.046 0.055
C 2.9524 5.4355 -0.4023 0.025 -0.019 -0.035
C 3.0115 4.7322 -1.7567 -0.070 0.008 0.180
C 2.6963 3.2683 -1.6655 0.037 -0.025 -0.087
N 1.7444 2.7548 -0.9760 -0.074 -0.038 0.148
N 1.6102 1.3937 -1.1209 0.375 0.026 -0.002
C 2.4991 0.9116 -1.9334 -0.042 -0.150 -0.139
N 2.5377 -0.3992 -2.3177 0.130 0.121 0.021
S 3.5795 2.0855 -2.5889 0.057 0.018 -0.096
H 3.0452 6.5127 -0.5360 -0.013 -0.003 0.011
H 3.7693 5.1083 0.2434 -0.040 -0.037 0.011
H 2.0033 5.2227 0.0896 0.030 0.034 0.009
H 3.9944 4.8578 -2.2121 -0.016 0.030 -0.036
H 2.2807 5.1901 -2.4283 0.039 -0.023 -0.066
H 1.9762 -1.0345 -1.7751 -0.200 0.086 -0.141
H 3.3801 -0.7608 -2.7290 0.033 -0.015 0.069
S 0.7846 -3.1763 -1.0935 0.777 0.917 1.209
C 1.4844 -3.1083 -3.9483 -0.397 -0.208 0.485
N 1.5238 -4.2314 -4.5839 -0.086 0.089 -0.167

=====

[2]
118
Properties=species:S:1:pos:R:3:forces:R:3 method="wB97M-V/def2-TZVPD" max_force_ha_per_bohr=0.017 total_energy_ev=-316519.50769 spin_multiplicity=1 total_charge=-1 homo_lumo_gap_ev="6.44 / 6.44"
Fe 1.4029 -0.2606 -0.0666 0.820 0.102 0.206
Br -0.2024 2.1354 6.9600 -0.087 -0.078 0.149
C 0.4176 1.2144 5.4268 0.009 -0.060 -0.038
C 1.7689 0.9532 5.2980 -0.014 0.022 -0.032
C 2.2219 0.3092 4.1531 -0.028 0.134 0.075
C 1.3224 -0.0629 3.1662 0.239 -0.072 -0.312
C -0.0306 0.2005 3.3068 -0.058 -0.011 0.112
C -0.4892 0.8364 4.4465 0.008 -0.021 -0.026
N 1.7781 -0.7114 1.9720 -0.421 0.303 0.198
C 2.5442 -1.7081 2.1314 0.148 -0.506 -0.577
C 2.9733 -2.4552 0.9285 -0.188 0.289 0.508
C 3.9467 -3.4330 0.9797 0.037 -0.174 -0.196
C 4.2637 -4.1044 -0.1961 0.025 0.023 0.207
C 3.5835 -3.7761 -1.3515 -0.108 0.062 -0.114
C 2.6283 -2.7647 -1.3152 0.139 -0.138 0.063
N 2.3404 -2.1072 -0.1980 -0.043 0.090 -0.002
H 2.4627 1.2623 6.0675 -0.004 0.009 -0.009
H 3.2832 0.1370 4.0191 -0.009 -0.020 -0.020
H -0.7120 -0.1207 2.5347 0.012 -0.009 -0.001
H -1.5431 1.0454 4.5678 0.004 0.003 0.007
H 2.8515 -2.0781 3.1069 -0.026 0.057 0.038
H 4.4311 -3.6707 1.9171 -0.009 0.014 0.008
H 5.0195 -4.8792 -0.1969 0.004 0.005 -0.014
H 3.7818 -4.2848 -2.2849 0.000 0.000 0.004
H 2.0882 -2.4280 -2.1909 0.006 0.008 -0.013
Br 7.5115 2.4570 -0.7259 0.023 0.011 -0.002
C 5.8468 1.6036 -0.4687 0.021 0.022 0.006
C 5.3654 0.7297 -1.4211 -0.008 -0.047 0.039
C 4.1327 0.1421 -1.1925 0.130 -0.042 0.046
N 3.3959 0.3761 -0.1073 0.026 0.398 -0.147
C 3.8879 1.2240 0.8038 0.072 -0.109 0.048
C 5.1080 1.8606 0.6704 -0.018 -0.033 0.017
H 5.9074 0.5286 -2.3331 -0.008 -0.012 -0.002
H 3.6895 -0.5072 -1.9315 -0.015 -0.004 0.020
H 3.2631 1.4203 1.6627 -0.012 0.033 -0.015
H 5.4470 2.5551 1.4246 -0.003 -0.002 -0.002
S 2.0167 4.9539 -0.8423 0.113 -0.008 -0.026
P 0.8400 4.0272 0.4146 -0.364 0.029 -0.191
S 0.8930 2.0404 0.7167 0.209 -0.222 0.484
C -0.9296 4.2737 0.0082 -0.039 0.115 -0.023
C -1.3122 4.5436 -1.2987 -0.020 0.045 0.002
C -2.6583 4.5507 -1.6460 0.039 0.013 -0.001
C -3.6294 4.3079 -0.6865 0.014 0.001 0.015
C -3.2520 4.0631 0.6294 -0.008 0.027 0.015
C -1.9096 4.0404 0.9723 -0.001 0.035 0.000
C 0.9697 4.7720 2.0872 0.005 -0.010 0.048
C 0.9918 4.0143 3.2516 -0.047 -0.029 -0.009
C 1.0619 4.6314 4.4954 0.029 -0.008 0.006
C 1.1047 6.0138 4.5836 -0.010 0.009 -0.047
C 1.0792 6.7784 3.4226 0.001 0.009 0.037
C 1.0159 6.1624 2.1836 0.017 0.001 -0.067
H -0.5434 4.7216 -2.0412 -0.019 0.013 0.002
H -2.9471 4.7370 -2.6733 0.008 0.000 -0.003
H -4.6769 4.3015 -0.9610 -0.012 -0.015 0.022
H -4.0055 3.8727 1.3841 -0.010 -0.013 -0.016
H -1.6180 3.8125 1.9924 0.004 0.026 -0.006
H 0.9385 2.9353 3.1737 0.050 0.009 0.007
H 1.0696 4.0273 5.3948 0.036 0.075 -0.066
H 1.1550 6.4966 5.5520 0.002 -0.001 0.002
H 1.1130 7.8593 3.4849 0.000 -0.001 -0.009
H 1.0186 6.7542 1.2761 0.002 -0.010 0.000
C 1.0443 -0.6146 -4.3539 -0.049 0.014 -0.091
C 1.0995 0.3437 -3.1532 -0.118 -0.160 0.054
O 1.4334 -0.3517 -2.0341 -0.023 0.159 -0.356
C -0.3038 0.9993 -3.0471 -0.001 -0.045 0.107
F -1.2218 0.0502 -2.7837 -0.049 -0.033 0.049
F -0.7064 1.5890 -4.1928 0.013 0.034 -0.111
F -0.3903 1.9165 -2.0838 0.042 -0.083 -0.074
C 2.1673 1.4278 -3.4576 -0.074 -0.092 -0.092
F 2.5200 2.1144 -2.3825 -0.045 0.159 0.072
F 1.7969 2.3030 -4.4099 0.021 0.031 -0.019
F 3.2993 0.8288 -3.9266 0.025 0.022 -0.013
H 0.2457 -1.3337 -4.1773 0.007 -0.005 0.007
H 1.9928 -1.1446 -4.4140 -0.004 -0.004 0.019
H 0.8654 -0.1028 -5.3002 -0.001 0.018 0.014
C -2.2101 0.7325 0.6682 0.033 -0.039 -0.042
C -1.7293 -0.5609 0.1152 0.171 -0.094 0.285
N -0.4919 -0.9570 -0.1407 -0.435 -0.320 -0.312
C -0.6134 -2.2235 -0.7006 -0.048 0.260 0.003
C -1.9056 -2.5991 -0.7526 0.120 0.113 -0.153
N -2.6079 -1.5438 -0.2181 -0.084 0.081 -0.062
C -4.0231 -1.5634 0.0562 0.044 -0.081 0.021
N -4.7338 -0.5103 -0.6311 -0.134 -0.032 -0.001
N -5.4692 0.3768 0.0709 0.039 0.041 -0.046
N -6.0037 1.2217 -0.7285 0.051 -0.053 -0.029
C -5.6170 0.8990 -2.0135 -0.124 0.136 0.003
C -5.9147 1.5134 -3.2358 0.011 -0.016 0.026
C -5.3693 0.9530 -4.3643 0.040 -0.053 -0.011
C -4.5429 -0.1938 -4.2952 -0.011 0.050 -0.032
C -4.2394 -0.8059 -3.1042 -0.001 0.059 0.042
C -4.8030 -0.2261 -1.9607 0.148 -0.080 0.037
H -1.3644 1.3631 0.9227 -0.031 -0.002 -0.013
H -2.8312 0.5738 1.5547 -0.039 -0.018 -0.019
H -2.8177 1.2658 -0.0661 0.043 0.006 -0.016
H 0.2398 -2.7930 -0.9953 0.025 -0.060 -0.063
H -2.3841 -3.5228 -1.0380 0.016 0.221 -0.051
H -4.2240 -1.4236 1.1168 0.000 0.001 0.011
H -4.3945 -2.5412 -0.2487 0.018 -0.027 0.010
H -6.5411 2.3942 -3.2757 -0.003 -0.001 0.003
H -5.5631 1.3978 -5.3316 0.002 -0.003 -0.002
H -4.1203 -0.5888 -5.2101 -0.012 0.006 -0.005
H -3.5801 -1.6610 -3.0520 -0.003 -0.013 0.013
O -3.5637 -6.8341 1.1419 -0.071 0.061 -0.114
S -2.8498 -5.7763 0.4784 0.126 -0.203 0.442
O -3.4904 -5.1574 -0.6615 -0.294 -0.197 -0.095
N -2.3458 -4.6322 1.5107 -0.067 0.022 0.080
C -1.0294 -4.5257 1.5490 -0.142 0.168 -0.378
S -0.1884 -3.2861 2.2865 0.131 -0.298 0.473
C -0.3306 -5.5362 0.6706 -0.017 0.103 0.118
C 1.0249 -5.6994 0.4449 0.032 -0.026 0.059
C 1.4345 -6.6832 -0.4456 -0.038 -0.006 -0.017
C 0.5033 -7.4868 -1.1028 0.022 -0.004 0.018
C -0.8583 -7.3148 -0.8859 0.032 0.023 -0.002
C -1.2397 -6.3281 0.0023 0.063 -0.094 -0.143
H 1.7279 -5.0657 0.9700 0.001 0.002 -0.009
H 2.4913 -6.8297 -0.6363 -0.009 -0.002 0.007
H 0.8457 -8.2509 -1.7897 -0.005 0.008 -0.004
H -1.5923 -7.9254 -1.3952 -0.002 0.010 -0.003